{
  "formula": "C5H7NO",
  "method": "the ωB97M-V functional and the def2-TZVPD basis",
  "molar_mass_g_mol": 97.12,
  "charge": 0,
  "homo_lumo_gap_ev": 10.3,
  "de_lowest_ev": 2.714,
  "homo_ev": -9.572,
  "fmax_ev_per_a": 0.41,
  "smiles": "[H]/N=C\\[C@]1(C)CC1=O",
  "spin_multiplicity": 1,
  "elements": ["H", "N", "C", "C", "C", "C", "C", "O", "H", "H", "H", "H", "H", "H"],
  "positions_angstrom": [[-0.26, -1.37, 1.88], [0.27, -0.57, 2.24], [0.42, 0.32, 1.36], [-0.05, 0.22, -0.06], [-1.39, -0.46, -0.28], [1.31, 0.05, -0.89], [0.35, 1.09, -1.18], [-0.10, 1.81, -2.03], [1.03, 1.18, 1.64], [-2.15, 0.31, -0.43], [-1.68, -1.04, 0.59], [-1.40, -1.13, -1.15], [1.57, -0.78, -1.54], [2.10, 0.37, -0.21]],
  "lowdin_charge": [0.045, 0.106, -0.219, -0.324, -0.010, 0.039, -0.370, 0.130, 0.120, 0.096, 0.066, 0.093, 0.116, 0.111]
}

***

{
  "formula": "C21H26N4O4",
  "method": "the ωB97M-V functional and the def2-TZVPD basis",
  "molar_mass_g_mol": 398.46,
  "charge": 0,
  "homo_lumo_gap_ev": 8.5,
  "de_lowest_ev": 3.867,
  "homo_ev": -8.092,
  "fmax_ev_per_a": 0.80,
  "smiles": "COc1ccc(OCC(=O)N2CCC(n3nccc3NC(=O)C3CC3)CC2)cc1",
  "spin_multiplicity": 1,
  "elements": ["C", "O", "C", "C", "C", "C", "O", "C", "C", "O", "N", "C", "C", "C", "N", "N", "C", "C", "C", "N", "C", "O", "C", "C", "C", "C", "C", "C", "C", "H", "H", "H", "H", "H", "H", "H", "H", "H", "H", "H", "H", "H", "H", "H", "H", "H", "H", "H", "H", "H", "H", "H", "H", "H", "H"],
  "positions_angstrom": [[-7.64, -2.53, 0.92], [-6.96, -1.97, -0.17], [-6.04, -0.99, 0.08], [-5.40, -0.45, -1.04], [-4.45, 0.54, -0.92], [-4.12, 1.03, 0.34], [-3.20, 2.02, 0.60], [-2.58, 2.65, -0.50], [-1.63, 1.78, -1.32], [-1.71, 1.78, -2.54], [-0.73, 1.03, -0.66], [-0.44, 1.07, 0.76], [0.96, 1.65, 0.99], [2.00, 0.83, 0.24], [3.31, 1.41, 0.41], [3.45, 2.73, 0.61], [4.74, 2.96, 0.67], [5.48, 1.78, 0.50], [4.52, 0.81, 0.32], [4.64, -0.56, 0.09], [5.82, -1.25, 0.05], [6.90, -0.73, 0.20], [5.68, -2.71, -0.22], [4.54, -3.53, 0.33], [4.62, -3.27, -1.13], [1.62, 0.78, -1.25], [0.21, 0.23, -1.41], [-4.75, 0.49, 1.46], [-5.70, -0.51, 1.34], [-8.32, -3.27, 0.49], [-6.96, -3.03, 1.61], [-8.22, -1.78, 1.46], [-5.67, -0.83, -2.01], [-3.98, 0.93, -1.81], [-2.01, 3.48, -0.06], [-3.32, 3.06, -1.19], [-1.18, 1.67, 1.28], [-0.49, 0.05, 1.15], [1.01, 2.68, 0.64], [1.19, 1.65, 2.06], [2.01, -0.19, 0.65], [5.10, 3.95, 0.84], [6.54, 1.65, 0.50], [3.78, -1.06, -0.05], [6.65, -3.19, -0.25], [4.77, -4.52, 0.70], [3.78, -3.03, 0.92], [4.90, -4.08, -1.78], [3.91, -2.59, -1.59], [2.33, 0.16, -1.81], [1.67, 1.79, -1.66], [-0.10, 0.25, -2.46], [0.16, -0.81, -1.05], [-4.49, 0.88, 2.44], [-6.17, -0.89, 2.23]],
  "lowdin_charge": [-0.096, -0.090, -0.282, 0.008, 0.001, -0.260, -0.073, -0.092, -0.441, 0.055, -0.039, -0.129, -0.112, -0.274, -0.074, 0.072, -0.142, -0.001, -0.225, 0.170, -0.432, 0.093, -0.183, -0.104, -0.103, -0.097, -0.128, -0.002, -0.020, 0.092, 0.094, 0.095, 0.121, 0.107, 0.142, 0.140, 0.118, 0.135, 0.115, 0.125, 0.150, 0.099, 0.090, 0.111, 0.144, 0.103, 0.097, 0.103, 0.095, 0.115, 0.134, 0.124, 0.132, 0.119, 0.103]
}

***

{
  "formula": "C5H8N2O",
  "method": "the ωB97M-V functional and the def2-TZVPD basis",
  "molar_mass_g_mol": 112.13,
  "charge": 0,
  "homo_lumo_gap_ev": 9.0,
  "de_lowest_ev": 7.625,
  "homo_ev": -8.929,
  "fmax_ev_per_a": 9.67,
  "smiles": "C=NNC(=O)C1CC1",
  "spin_multiplicity": 1,
  "elements": ["C", "N", "N", "C", "O", "C", "C", "C", "H", "H", "H", "H", "H", "H", "H", "H"],
  "positions_angstrom": [[0.66, 2.16, -1.27], [1.60, 1.65, -0.33], [1.88, 0.28, -0.26], [0.75, -0.71, -0.40], [1.03, -1.96, -0.42], [-0.53, -0.24, 0.21], [-1.76, -1.09, 0.03], [-0.94, -1.08, 1.24], [-0.08, 1.60, -1.98], [0.44, 3.19, -1.09], [2.99, 0.13, 0.30], [-0.35, 0.87, 0.50], [-2.64, -0.51, 0.55], [-1.90, -1.79, -0.93], [-1.29, -0.73, 2.33], [0.13, -1.78, 1.53]],
  "lowdin_charge": [-0.017, -0.095, -0.045, -0.342, -0.008, -0.367, -0.078, -0.238, 0.099, 0.024, 0.269, 0.149, 0.140, 0.169, 0.148, 0.192]
}

***

Copy entry 2 word for word.
{
  "formula": "C21H26N4O4",
  "method": "the ωB97M-V functional and the def2-TZVPD basis",
  "molar_mass_g_mol": 398.46,
  "charge": 0,
  "homo_lumo_gap_ev": 8.5,
  "de_lowest_ev": 3.867,
  "homo_ev": -8.092,
  "fmax_ev_per_a": 0.80,
  "smiles": "COc1ccc(OCC(=O)N2CCC(n3nccc3NC(=O)C3CC3)CC2)cc1",
  "spin_multiplicity": 1,
  "elements": ["C", "O", "C", "C", "C", "C", "O", "C", "C", "O", "N", "C", "C", "C", "N", "N", "C", "C", "C", "N", "C", "O", "C", "C", "C", "C", "C", "C", "C", "H", "H", "H", "H", "H", "H", "H", "H", "H", "H", "H", "H", "H", "H", "H", "H", "H", "H", "H", "H", "H", "H", "H", "H", "H", "H"],
  "positions_angstrom": [[-7.64, -2.53, 0.92], [-6.96, -1.97, -0.17], [-6.04, -0.99, 0.08], [-5.40, -0.45, -1.04], [-4.45, 0.54, -0.92], [-4.12, 1.03, 0.34], [-3.20, 2.02, 0.60], [-2.58, 2.65, -0.50], [-1.63, 1.78, -1.32], [-1.71, 1.78, -2.54], [-0.73, 1.03, -0.66], [-0.44, 1.07, 0.76], [0.96, 1.65, 0.99], [2.00, 0.83, 0.24], [3.31, 1.41, 0.41], [3.45, 2.73, 0.61], [4.74, 2.96, 0.67], [5.48, 1.78, 0.50], [4.52, 0.81, 0.32], [4.64, -0.56, 0.09], [5.82, -1.25, 0.05], [6.90, -0.73, 0.20], [5.68, -2.71, -0.22], [4.54, -3.53, 0.33], [4.62, -3.27, -1.13], [1.62, 0.78, -1.25], [0.21, 0.23, -1.41], [-4.75, 0.49, 1.46], [-5.70, -0.51, 1.34], [-8.32, -3.27, 0.49], [-6.96, -3.03, 1.61], [-8.22, -1.78, 1.46], [-5.67, -0.83, -2.01], [-3.98, 0.93, -1.81], [-2.01, 3.48, -0.06], [-3.32, 3.06, -1.19], [-1.18, 1.67, 1.28], [-0.49, 0.05, 1.15], [1.01, 2.68, 0.64], [1.19, 1.65, 2.06], [2.01, -0.19, 0.65], [5.10, 3.95, 0.84], [6.54, 1.65, 0.50], [3.78, -1.06, -0.05], [6.65, -3.19, -0.25], [4.77, -4.52, 0.70], [3.78, -3.03, 0.92], [4.90, -4.08, -1.78], [3.91, -2.59, -1.59], [2.33, 0.16, -1.81], [1.67, 1.79, -1.66], [-0.10, 0.25, -2.46], [0.16, -0.81, -1.05], [-4.49, 0.88, 2.44], [-6.17, -0.89, 2.23]],
  "lowdin_charge": [-0.096, -0.090, -0.282, 0.008, 0.001, -0.260, -0.073, -0.092, -0.441, 0.055, -0.039, -0.129, -0.112, -0.274, -0.074, 0.072, -0.142, -0.001, -0.225, 0.170, -0.432, 0.093, -0.183, -0.104, -0.103, -0.097, -0.128, -0.002, -0.020, 0.092, 0.094, 0.095, 0.121, 0.107, 0.142, 0.140, 0.118, 0.135, 0.115, 0.125, 0.150, 0.099, 0.090, 0.111, 0.144, 0.103, 0.097, 0.103, 0.095, 0.115, 0.134, 0.124, 0.132, 0.119, 0.103]
}